[1]
The following is a DFT calculation (wB97M-V/def2-TZVPD) of C34H39CaN5O4P2 as an isolated structure.

HOMO level: -7.37 eV
Gap between HOMO and LUMO: 0.228 Ha
Energy relative to the best compared isomer or geometry (same formula, charge and spin): 1.163 eV

Last column: Löwdin charge in e.
Atoms and positions in Å:
Ca -0.362 -2.581 2.335  1.40
C -0.641 3.128 2.891  -0.15
C -1.270 2.875 1.724  -0.13
C -0.650 1.970 0.707  -0.20
C 0.636 1.307 1.268  -0.19
C 1.885 1.927 0.724  -0.11
C 2.205 3.213 0.937  -0.11
C 1.271 4.245 1.518  -0.18
C 0.602 3.958 2.935  -0.18
C 1.693 -3.174 3.208  -0.36
H -1.023 2.800 3.870  0.11
H -2.257 3.340 1.459  0.12
H -0.451 2.558 -0.202  0.10
H -1.374 1.194 0.394  0.09
H 0.696 1.444 2.366  0.11
H 0.556 0.219 1.070  0.08
H 2.607 1.250 0.265  0.08
H 3.229 3.538 0.692  0.10
H 0.481 4.474 0.787  0.11
H 1.860 5.169 1.622  0.10
H 1.361 3.518 3.605  0.11
H 0.294 4.928 3.383  0.12
H 1.750 -3.317 4.298  -0.04
H 2.459 -2.437 2.896  -0.05
H 1.961 -4.138 2.752  -0.08
P 1.442 -1.425 -2.314  1.09
P -2.512 -0.472 -2.436  1.07
N 2.655 -0.239 -2.708  -0.29
N 2.123 -2.625 -3.506  -0.25
N -2.448 1.081 -3.324  -0.28
N -3.905 -1.074 -3.354  -0.29
C 0.161 -0.665 -3.433  -0.43
C -1.198 -1.388 -3.424  -0.40
C 3.794 -0.127 -1.892  -0.16
C 4.711 0.675 -2.547  -0.09
C 4.140 1.070 -3.799  -0.08
C 2.885 0.480 -3.888  -0.14
C 2.507 -3.918 -3.130  -0.16
C 2.881 -4.626 -4.269  -0.10
C 2.725 -3.738 -5.385  -0.09
C 2.298 -2.508 -4.885  -0.14
C -2.697 2.314 -2.675  -0.15
C -2.388 3.354 -3.544  -0.09
C -1.898 2.758 -4.757  -0.08
C -1.989 1.378 -4.616  -0.17
C -4.625 -0.517 -4.423  -0.13
C -5.490 -1.482 -4.935  -0.09
C -5.313 -2.676 -4.152  -0.10
C -4.353 -2.400 -3.191  -0.17
H 0.531 -0.652 -4.471  0.05
H 0.077 0.380 -3.086  0.07
H -1.562 -1.501 -4.465  0.09
H -1.163 -2.408 -2.982  0.07
H 3.818 -0.626 -0.926  0.10
H 5.681 0.944 -2.158  0.09
H 4.606 1.698 -4.539  0.09
H 2.137 0.529 -4.672  0.09
H 2.476 -4.203 -2.085  0.09
H 3.217 -5.656 -4.288  0.09
H 2.884 -3.972 -6.425  0.09
H 2.127 -1.568 -5.392  0.09
H -3.066 2.341 -1.660  0.09
H -2.491 4.418 -3.351  0.10
H -1.501 3.283 -5.616  0.09
H -1.742 0.587 -5.316  0.11
H -4.467 0.513 -4.718  0.10
H -6.173 -1.350 -5.765  0.09
H -5.825 -3.624 -4.279  0.09
H -3.936 -3.019 -2.409  0.09
O -1.325 -2.764 4.450  -0.17
C -0.759 -1.646 4.766  -0.60
O -0.403 -0.859 3.794  -0.22
C -0.384 -1.255 6.139  -0.12
C 0.328 -0.057 6.370  0.01
C 0.492 0.435 7.659  0.02
C -0.223 -0.204 8.699  -0.15
C -0.714 -1.524 8.521  0.02
C -0.808 -2.032 7.230  0.01
N -0.703 0.594 9.775  -0.32
O -0.203 1.740 9.894  0.05
O -1.591 0.140 10.529  0.06
H 0.758 0.518 5.552  0.12
H 1.119 1.300 7.878  0.12
H -1.002 -2.117 9.389  0.12
H -1.234 -3.021 7.043  0.13

---

[2]
The following is a DFT calculation (wB97M-V/def2-TZVPD) of a 10-piece molecular cluster, C18H55N19O10 overall.

SMILES: CC1(C)CCCC(C)(C)N1O.NC(N)=O.NC(N)=O.NC(N)=O.NC(N)=O.NC(N)=O.NC(N)=O.NC(N)=O.NC(N)=O.NC(N)=O
HOMO level: -7.62 eV
Gap between HOMO and LUMO: 0.264 Ha
Energy relative to the best compared isomer or geometry (same formula, charge and spin): 0.962 eV

Last column: Löwdin charge in e.
Atoms and positions in Å:
C 4.586 0.216 -6.876  -0.03
C 3.508 0.844 -5.958  -0.50
C 2.171 0.258 -6.438  -0.14
C 1.001 0.311 -5.475  -0.18
C 1.368 -0.327 -4.109  -0.11
C 2.708 0.263 -3.566  -0.49
N 3.730 0.305 -4.584  -0.10
O 5.009 0.612 -4.080  -0.02
C 2.522 1.621 -2.843  -0.03
C 3.067 -0.756 -2.475  -0.05
C 3.476 2.355 -6.102  -0.03
H 4.432 -0.857 -6.962  0.08
H 5.518 0.326 -6.316  0.07
H 4.658 0.705 -7.845  0.08
H 1.892 0.849 -7.318  0.12
H 2.310 -0.754 -6.821  0.11
H 0.110 -0.165 -5.894  0.10
H 0.638 1.294 -5.162  0.08
H 1.526 -1.397 -4.234  0.11
H 0.606 -0.071 -3.375  0.10
H 2.199 2.452 -3.473  0.06
H 1.751 1.489 -2.086  0.05
H 3.436 1.935 -2.336  0.08
H 4.027 -0.553 -1.990  0.07
H 2.366 -0.770 -1.636  0.07
H 3.134 -1.791 -2.817  0.09
H 3.374 2.602 -7.159  0.08
H 4.459 2.762 -5.838  0.08
H 2.679 2.791 -5.504  0.07
H 4.975 1.575 -3.940  0.09
C -0.526 -1.034 0.952  -0.68
O -0.594 -1.164 -0.268  0.02
N -1.347 -1.602 1.899  0.16
N 0.475 -0.305 1.503  0.17
H -2.279 -1.901 1.659  0.05
H -1.037 -1.681 2.848  0.08
H 1.038 0.187 0.821  0.07
H 0.461 -0.021 2.474  0.05
C -5.211 -2.923 0.757  -0.64
O -4.095 -2.386 0.720  -0.03
N -5.675 -3.664 -0.261  0.18
N -6.071 -2.764 1.806  0.17
H -6.495 -4.226 -0.136  0.11
H -5.080 -3.711 -1.069  0.12
H -5.731 -2.557 2.724  0.10
H -7.052 -2.892 1.648  0.10
C -1.036 2.351 -2.994  -0.68
O -0.280 3.296 -3.170  0.02
N -1.191 1.736 -1.792  0.18
N -1.727 1.739 -4.000  0.16
H -0.506 1.936 -1.088  0.06
H -1.718 0.906 -1.586  0.06
H -2.212 0.868 -3.903  0.09
H -1.478 2.013 -4.933  0.10
C 2.007 2.671 1.180  -0.67
O 2.410 1.895 0.311  0.02
N 2.710 3.148 2.225  0.15
N 0.728 3.175 1.137  0.18
H 3.558 2.703 2.527  0.11
H 2.431 3.955 2.751  0.11
H 0.144 3.008 0.344  0.08
H 0.482 3.811 1.872  0.10
C -2.503 2.231 4.386  -0.69
O -2.002 3.296 4.017  0.01
N -3.105 2.006 5.577  0.18
N -2.531 1.168 3.529  0.14
H -3.061 2.799 6.194  0.12
H -3.478 1.120 5.853  0.10
H -2.259 1.271 2.568  0.09
H -3.020 0.357 3.862  0.09
C -4.571 1.078 -0.022  -0.67
O -5.210 2.129 0.050  0.01
N -4.325 0.458 -1.224  0.15
N -4.049 0.460 1.061  0.16
H -3.804 -0.402 -1.234  0.08
H -4.883 0.815 -1.977  0.10
H -3.830 -0.520 0.927  0.04
H -4.244 0.840 1.966  0.08
C 3.019 -3.392 0.646  -0.68
O 3.330 -4.238 -0.191  0.02
N 3.641 -2.185 0.773  0.15
N 1.901 -3.513 1.407  0.16
H 3.582 -1.843 1.717  0.08
H 4.465 -2.021 0.222  0.10
H 1.407 -4.384 1.372  0.10
H 1.552 -2.744 1.947  0.06
C -2.478 -2.959 7.178  -0.70
O -2.662 -2.301 8.199  0.02
N -1.835 -2.429 6.104  0.15
N -2.766 -4.281 7.055  0.15
H -1.562 -2.997 5.326  0.08
H -1.546 -1.466 6.171  0.08
H -3.329 -4.624 7.818  0.11
H -2.740 -4.828 6.219  0.09
C 0.994 0.642 5.217  -0.66
O 0.275 0.442 6.186  0.03
N 2.308 0.311 5.172  0.16
N 0.571 1.322 4.087  0.15
H 2.649 -0.173 5.986  0.11
H 2.817 0.258 4.310  0.09
H 1.295 1.869 3.651  0.06
H -0.349 1.740 4.144  0.05